Entry 1:
{
  "formula": "C5H9N2",
  "method": "ωB97M-V with the def2-TZVPD basis set",
  "homo_energy_ha": [-0.4618, -0.5671],
  "multiplicity": 3,
  "total_energy_ha": -304.8939,
  "lumo_ha": [-0.194, -0.311],
  "relative_energy_kcal_mol": 82.3,
  "total_charge": 1,
  "gap_ev": [7.285, 6.981],
  "species": ["C", "C", "C", "C", "C", "N", "N", "H", "H", "H", "H", "H", "H", "H", "H", "H"],
  "xyz": [[2.22744, 1.72953, -1.47732], [-0.76402, 0.29118, 1.21786], [-1.64672, -0.08746, -0.02215], [0.27245, -0.78352, 0.74290], [-0.31923, -0.73666, -0.63925], [0.33951, 0.25098, -1.57018], [1.27218, 0.90424, -1.31694], [2.20637, 2.64207, -0.88862], [3.35769, 1.44179, -1.74262], [-0.33158, 1.28922, 1.23300], [-1.27897, 0.21486, 2.10223], [-2.26971, -1.05189, 0.30137], [-2.32596, 0.66009, -0.57628], [1.31062, -0.45093, 0.66841], [-0.01313, -1.69817, 1.10526], [-0.63655, -1.57341, -1.33825]]
}

Entry 2:
{
  "formula": "C5H9N2O",
  "method": "ωB97M-V with the def2-TZVPD basis set",
  "homo_energy_ha": [-0.4727, -0.3649],
  "total_energy_ha": -380.2545,
  "lumo_ha": [-0.135, -0.194],
  "relative_energy_kcal_mol": 123.8,
  "total_charge": 1,
  "gap_ev": [9.194, 4.652],
  "species": ["C", "C", "C", "C", "C", "N", "N", "O", "H", "H", "H", "H", "H", "H", "H", "H", "H"],
  "xyz": [[-1.39349, 2.03829, -0.52567], [-0.73315, 0.87758, -0.78676], [-1.81961, 0.63498, 1.13056], [-0.94944, -1.30609, 0.08010], [2.97130, -1.52675, -0.49072], [-2.20209, 1.81024, 0.55056], [-1.12301, -0.01586, 0.17303], [3.48288, -0.82336, 0.50231], [-1.47948, 2.94923, -1.15637], [-0.22355, 0.42388, -1.59357], [-2.29290, 0.36508, 2.05844], [-0.26202, -1.78526, -0.66176], [-1.17564, -1.86720, 0.93825], [1.89716, -1.32493, -0.57035], [3.48880, -2.37869, -1.01190], [-2.71192, 2.59155, 0.91781], [4.52615, -0.66268, 0.44602]]
}

Entry 3:
{
  "formula": "C5H9N2O",
  "method": "ωB97M-V with the def2-TZVPD basis set",
  "smiles": "C[C@@H]1C[N@@+]12O[C@H]1N[C@H]12",
  "homo_energy_ha": -0.5615,
  "total_energy_ha": -380.1908,
  "lumo_ha": -0.158,
  "relative_energy_kcal_mol": 163.8,
  "total_charge": 1,
  "gap_ev": 10.991,
  "species": ["C", "C", "C", "N", "O", "C", "N", "C", "H", "H", "H", "H", "H", "H", "H", "H", "H"],
  "xyz": [[2.00977, -0.58023, 0.43792], [1.12055, 0.25187, -0.48460], [0.53265, 1.56235, -0.13114], [-0.22024, 0.39308, -0.26740], [-1.25687, 0.18662, -1.45403], [-2.21942, -0.36292, -0.45151], [-1.67040, -1.39978, 0.27788], [-1.26322, -0.06360, 0.69353], [2.58432, 0.13974, 1.18572], [2.59687, -1.13853, -0.26199], [1.37900, -1.35805, 0.97623], [1.30240, 0.14215, -1.60337], [0.30899, 1.87743, 0.91198], [0.39206, 2.26560, -0.87998], [-3.24465, -0.08752, -0.77117], [-0.92193, -2.06452, 0.06448], [-1.42988, 0.23631, 1.75747]]
}

Entry 4:
{
  "formula": "C5H9N2O2",
  "method": "ωB97M-V with the def2-TZVPD basis set",
  "smiles": "C[C@@H]1NC=C[N+]1=C(O)O",
  "homo_energy_ha": [-0.4408, -0.4408],
  "total_energy_ha": -455.5804,
  "lumo_ha": [-0.152, -0.152],
  "relative_energy_kcal_mol": 91.8,
  "total_charge": 1,
  "gap_ev": [7.847, 7.848],
  "species": ["C", "C", "N", "C", "C", "N", "C", "O", "O", "H", "H", "H", "H", "H", "H", "H", "H", "H"],
  "xyz": [[-0.62332, -1.50656, -1.51430], [0.32755, -0.44879, -0.72489], [1.65035, -1.00260, -0.16844], [1.88941, -0.46081, 0.98905], [0.85212, 0.21782, 1.44368], [-0.17899, 0.27040, 0.47833], [-1.01480, 1.34556, 0.49077], [-1.60984, 1.93988, 1.48106], [-1.58926, 1.61519, -0.81270], [-0.00543, -2.05063, -2.27493], [-0.82871, -2.18929, -0.77780], [-1.57637, -1.30828, -2.01257], [0.61094, 0.31000, -1.41795], [2.37883, -1.42619, -0.69646], [2.72849, -0.53170, 1.68653], [0.70193, 0.65581, 2.39268], [-1.21559, 2.45987, 2.17609], [-2.49732, 2.11032, -0.73815]]
}